Entry from the Open Molecules 2025 dataset: a molecular structure, C26H42N3P2PdS (ωB97M-V with the def2-TZVPD basis set).

Positions of all 75 atoms, in Å:
Pd: -0.263 0.633 -1.061
C: 3.552 -0.915 1.314
C: 2.578 -0.496 0.216
C: 3.269 -0.249 -1.124
P: 1.390 0.887 0.599
C: 2.420 2.460 0.605
C: 1.556 3.622 1.098
C: 3.835 2.526 1.186
C: 0.981 0.586 2.364
C: 1.491 1.276 3.454
C: 1.047 1.053 4.753
C: 0.041 0.111 4.957
C: -0.473 -0.619 3.905
C: 0.009 -0.441 2.580
N: -0.400 -1.078 1.483
C: -1.008 -2.260 1.357
C: -0.940 -3.329 2.294
C: -1.556 -4.539 2.055
C: -2.266 -4.766 0.879
C: -2.313 -3.748 -0.065
C: -1.703 -2.512 0.131
P: -1.680 -1.211 -1.175
C: -1.748 -2.240 -2.727
C: -0.445 -3.030 -2.841
C: -1.918 -1.332 -3.944
C: -3.410 -0.524 -1.084
C: -3.462 0.431 0.106
C: -4.553 -1.532 -1.034
H: 4.052 -1.848 1.034
H: 3.028 -1.083 2.255
H: 4.327 -0.168 1.493
H: 1.866 -1.315 0.075
H: 4.009 0.554 -1.061
H: 2.532 0.022 -1.886
H: 3.791 -1.150 -1.459
H: 2.527 2.607 -0.475
H: 1.412 3.601 2.176
H: 0.566 3.564 0.640
H: 2.016 4.582 0.835
H: 3.861 2.436 2.271
H: 4.289 3.490 0.928
H: 4.474 1.747 0.776
H: 2.261 2.021 3.306
H: 1.468 1.607 5.583
H: -0.342 -0.058 5.959
H: -1.261 -1.341 4.080
H: -0.368 -3.186 3.201
H: -1.478 -5.329 2.796
H: -2.757 -5.714 0.697
H: -2.843 -3.935 -0.992
H: -2.590 -2.936 -2.690
H: 0.406 -2.342 -2.819
H: -0.412 -3.585 -3.783
H: -0.325 -3.734 -2.017
H: -1.178 -0.530 -3.924
H: -2.908 -0.873 -3.981
H: -1.778 -1.904 -4.867
H: -3.500 0.072 -2.000
H: -3.304 -0.114 1.041
H: -4.418 0.959 0.175
H: -2.648 1.156 0.021
H: -4.494 -2.138 -0.128
H: -4.549 -2.206 -1.893
H: -5.515 -1.009 -1.026
C: 2.039 3.410 -2.916
N: 0.938 3.919 -2.132
C: -0.291 3.357 -2.155
N: -1.240 4.046 -1.420
S: -0.691 2.027 -3.080
H: 2.966 3.844 -2.541
H: 1.927 3.639 -3.979
H: 2.079 2.326 -2.807
H: 1.013 4.847 -1.751
H: -0.907 4.406 -0.535
H: -2.078 3.495 -1.306

Values from the calculation:
**Net charge**: -1
**LUMO energy**: 2.61 eV
**Calculated total energy**: -65009.7774 eV
**Gap between HOMO and LUMO**: 5.58 eV

Entry from the Open Molecules 2025 dataset: a molecular structure, C26H43AlBrClF4N4O7S2 (ωB97M-V with the def2-TZVPD basis set).

Positions of all 89 atoms, in Å:
C: 0.877 2.168 3.363
C: 1.068 0.778 2.722
C: 1.010 -0.390 3.737
C: -0.012 -1.450 3.374
N: -1.438 -0.998 3.441
C: -2.044 -1.018 2.194
C: -2.409 0.218 1.598
O: -2.163 1.345 2.237
C: -3.017 0.295 0.308
O: -3.378 1.500 -0.211
C: -2.367 2.498 -0.102
C: -1.922 3.168 -1.402
C: -0.492 2.699 -1.737
C: -3.266 -0.858 -0.398
C: -3.880 -0.902 -1.747
C: -2.787 -1.474 -2.699
C: -2.238 -0.396 -3.671
C: -0.714 -0.571 -3.801
C: -2.923 -2.125 0.217
N: -3.126 -3.326 -0.297
S: -2.625 -4.429 0.755
N: -2.082 -3.461 1.946
C: -2.326 -2.231 1.508
H: 0.187 2.765 2.768
H: 1.852 2.639 3.468
H: 0.410 2.053 4.338
H: 2.028 0.780 2.210
H: 0.300 0.588 1.969
H: 1.980 -0.894 3.679
H: 0.902 -0.054 4.764
H: 0.104 -2.258 4.113
H: 0.280 -1.863 2.407
H: -1.917 -1.627 4.081
H: -2.456 1.294 3.216
H: -2.790 3.281 0.532
H: -1.483 2.138 0.419
H: -2.587 3.024 -2.247
H: -1.821 4.224 -1.150
H: 0.145 3.263 -0.997
H: -0.473 1.627 -1.487
H: -0.217 2.881 -2.771
H: -4.293 0.043 -2.078
H: -4.708 -1.615 -1.696
H: -1.949 -1.851 -2.119
H: -3.160 -2.324 -3.265
H: -2.509 0.588 -3.286
H: -2.717 -0.551 -4.637
H: -0.355 -1.533 -3.448
H: -0.374 -0.458 -4.827
H: -0.226 0.205 -3.209
Cl: -2.542 3.157 3.883
Al: 1.629 2.187 -0.770
C: 0.160 -2.746 7.063
O: -0.288 -1.689 6.398
H: 1.108 -3.188 6.686
H: 0.420 -2.526 8.128
H: -0.538 -3.600 7.155
C: 2.504 -4.707 -3.981
F: 1.254 -5.175 -3.803
F: 3.229 -5.112 -2.925
F: 3.004 -5.320 -5.062
S: 2.527 -2.875 -4.163
O: 1.955 -2.401 -2.910
O: 1.703 -2.630 -5.326
O: 3.926 -2.568 -4.336
N: -0.716 5.273 2.053
H: 0.141 5.518 2.548
H: -0.472 4.871 1.142
H: -1.257 4.583 2.623
H: -1.280 6.110 1.912
F: 4.716 2.458 2.451
C: 5.647 1.641 1.902
C: 6.960 1.749 2.308
C: 7.904 0.903 1.742
C: 7.526 -0.024 0.780
C: 6.199 -0.112 0.383
C: 5.251 0.724 0.952
H: 7.236 2.483 3.053
H: 8.938 0.969 2.054
H: 8.266 -0.678 0.339
H: 5.902 -0.830 -0.370
H: 4.210 0.670 0.665
Br: 1.413 5.085 -1.272
C: -5.011 -1.369 -7.147
O: -3.977 -2.192 -6.619
H: -5.698 -1.133 -6.338
H: -4.599 -0.438 -7.547
H: -5.557 -1.891 -7.937
H: -3.373 -2.396 -7.338

Values from the calculation:
**LUMO energy**: -6.04 eV
**Calculated total energy**: -169645.1144 eV
**Gap between HOMO and LUMO**: 1.79 eV

Entry from the Open Molecules 2025 dataset: a molecular structure, C26H43As2B2F4N7O12S4Tl (ωB97M-V with the def2-TZVPD basis set).

Positions of all 101 atoms, in Å:
Tl: 0.009 0.372 0.752
C: -2.127 1.765 -4.432
C: -1.114 1.111 -3.554
N: -1.513 0.276 -2.635
O: -2.847 0.179 -2.528
B: -3.498 -0.043 -1.159
F: -3.484 -1.391 -0.808
F: -4.794 0.401 -1.336
O: -2.714 0.806 -0.258
N: -3.320 1.064 0.940
C: -2.984 2.181 1.466
C: -3.609 2.481 2.800
C: -2.102 3.226 0.874
N: -1.109 2.836 0.178
O: -0.301 3.833 -0.303
B: 0.335 3.487 -1.564
F: -0.487 3.783 -2.662
F: 1.538 4.162 -1.674
O: 0.602 1.962 -1.580
N: 1.117 1.617 -2.780
C: 0.318 1.345 -3.758
C: 0.811 1.430 -5.167
C: -2.454 4.664 1.121
H: -2.663 1.008 -5.009
H: -1.659 2.481 -5.101
H: -2.860 2.287 -3.819
H: -4.163 1.608 3.137
H: -4.297 3.327 2.735
H: -2.850 2.735 3.544
H: 1.889 1.400 -5.227
H: 0.466 2.390 -5.559
H: 0.394 0.632 -5.780
H: -3.521 4.822 0.956
H: -1.883 5.304 0.455
H: -2.233 4.950 2.153
N: 2.342 2.119 2.336
C: 3.282 1.308 3.100
C: 2.576 0.152 3.809
N: 2.085 -0.831 2.865
C: 3.075 -1.713 2.260
C: 3.124 -1.561 0.747
N: 1.839 -1.881 0.129
H: 1.772 2.702 2.937
H: 2.805 2.723 1.669
H: 3.853 1.878 3.847
H: 4.008 0.895 2.396
H: 1.719 0.547 4.364
H: 3.272 -0.275 4.550
H: 1.281 -1.331 3.209
H: 2.884 -2.760 2.524
H: 4.066 -1.469 2.663
H: 3.947 -2.171 0.350
H: 3.360 -0.520 0.509
H: 1.602 -2.859 0.265
H: 1.935 -1.743 -0.877
S: -0.486 -0.828 -1.853
S: 3.184 -1.909 -2.780
S: 3.436 -0.182 -3.787
S: 2.913 1.431 -2.711
C: 0.013 -4.129 -3.050
O: -0.686 -4.227 -1.798
C: -1.987 -3.885 -1.827
O: -2.561 -3.502 -2.806
C: -2.565 -4.107 -0.451
C: -3.748 -4.650 -0.193
As: -4.449 -5.086 1.600
C: -5.003 -6.916 1.107
C: -2.731 -5.684 2.364
C: -1.548 -5.157 2.056
As: -1.355 -3.498 0.994
C: -2.611 -2.417 2.064
C: -0.221 -5.746 2.438
O: 0.361 -6.495 1.710
O: 0.377 -5.308 3.570
C: -0.260 -4.331 4.387
C: -2.778 -6.742 3.414
O: -1.880 -7.486 3.714
O: -3.958 -6.717 4.069
C: -4.091 -7.665 5.131
C: -4.813 -4.954 -1.196
O: -5.984 -4.821 -0.921
O: -4.376 -5.420 -2.358
C: -5.367 -5.545 -3.381
H: 0.966 -4.625 -2.891
H: 0.175 -3.083 -3.305
H: -0.557 -4.619 -3.837
H: -5.963 -6.858 0.601
H: -5.110 -7.504 2.015
H: -4.265 -7.381 0.455
H: -2.992 -2.963 2.926
H: -3.427 -2.065 1.439
H: -2.062 -1.538 2.405
H: 0.092 -4.498 5.402
H: -1.345 -4.415 4.364
H: 0.030 -3.328 4.065
H: -5.153 -7.709 5.359
H: -3.533 -7.328 6.005
H: -3.719 -8.640 4.827
H: -4.821 -5.822 -4.278
H: -5.878 -4.595 -3.522
H: -6.096 -6.311 -3.118

Values from the calculation:
**Net charge**: -1
**LUMO energy**: 1.56 eV
**Calculated total energy**: -244600.0427 eV
**Gap between HOMO and LUMO**: 6.11 eV

Entry from the Open Molecules 2025 dataset: a molecular structure, C26H43BrN6P2W (ωB97M-V with the def2-TZVPD basis set).

Positions of all 79 atoms, in Å:
N: 5.694 2.056 -0.390
C: 5.452 0.782 -0.046
C: 4.171 0.270 0.240
C: 3.063 1.110 -0.010
C: 3.322 2.483 -0.261
C: 4.654 2.895 -0.466
C: 1.707 0.514 -0.118
W: -0.131 -0.528 0.057
P: -2.406 -0.884 -0.845
C: 0.629 1.127 -0.926
C: 0.363 0.436 -2.203
C: -0.338 1.075 -3.307
C: -0.446 0.442 -4.550
C: 0.011 -0.911 -4.714
C: 0.759 -1.454 -3.643
C: 1.046 -0.766 -2.434
Br: -0.306 -1.868 -6.222
H: 1.531 -0.173 0.844
H: 0.431 2.205 -0.970
H: 4.021 -0.785 0.484
H: 2.501 3.189 -0.401
H: 6.334 0.134 -0.021
H: 4.847 3.950 -0.711
H: -0.743 2.086 -3.187
H: 1.822 -1.155 -1.757
H: -0.995 0.981 -5.323
H: 1.178 -2.443 -3.757
P: -0.438 1.105 1.738
C: -2.606 -1.891 -2.412
C: -3.934 -1.906 -3.181
H: -2.364 -2.928 -2.146
H: -1.780 -1.486 -3.013
H: -3.767 -2.447 -4.125
H: -4.709 -2.447 -2.619
H: -4.306 -0.910 -3.448
C: -2.631 0.823 -1.451
C: -4.000 1.424 -1.786
H: -2.082 0.762 -2.405
H: -2.068 1.479 -0.774
H: -3.863 2.502 -1.960
H: -4.392 1.021 -2.729
H: -4.740 1.276 -0.992
C: -1.960 -2.113 0.458
C: -2.891 -3.321 0.667
H: -1.861 -1.580 1.421
H: -0.968 -2.520 0.114
H: -2.498 -3.902 1.513
H: -3.902 -2.979 0.905
H: -2.895 -3.976 -0.209
C: -0.967 0.022 3.129
C: -1.389 0.821 4.371
H: -0.123 -0.666 3.338
H: -1.818 -0.602 2.816
H: -0.525 1.301 4.854
H: -2.164 1.557 4.107
H: -1.828 0.109 5.083
C: -1.526 2.611 1.462
C: -0.747 3.877 1.049
H: -2.108 2.807 2.380
H: -2.279 2.356 0.701
H: -0.150 4.259 1.890
H: -0.052 3.705 0.211
H: -1.431 4.684 0.744
C: 1.001 1.943 2.580
C: 2.125 1.137 3.223
H: 0.584 2.626 3.332
H: 1.461 2.588 1.824
H: 2.890 0.816 2.512
H: 2.658 1.759 3.951
H: 1.799 0.255 3.769
N: 3.978 -3.164 1.780
N: 2.729 -3.394 1.290
N: 1.806 -3.807 2.233
C: 0.715 -3.245 1.776
N: 0.928 -2.309 0.778
N: 2.253 -2.379 0.500
H: 4.546 -2.814 1.024
H: 4.342 -4.001 2.211
H: -0.227 -3.607 2.154

Values from the calculation:
**Net charge**: +4
**LUMO energy (alpha / beta)**: -13.63 / -15.43 eV
**Calculated total energy**: -126994.2639 eV
**Multiplicity**: 3
**Gap between HOMO and LUMO (alpha / beta)**: 6.25 / 4.50 eV
**ΔE to the lowest compared entry with this formula, charge and spin**: 0.00 kcal/mol

Entry from the Open Molecules 2025 dataset: a molecular structure, C26H43ClN4O4PS3Se2Ti (ωB97M-V with the def2-TZVPD basis set).

Positions of all 85 atoms, in Å:
Ti: 0.640 0.338 0.591
C: 3.746 -0.804 0.456
N: 2.814 0.296 0.265
C: 3.318 1.469 0.066
C: 2.451 2.574 -0.051
C: 2.635 3.936 -0.267
C: 1.359 4.508 -0.237
C: 0.457 3.470 -0.001
N: 1.112 2.302 0.107
C: 4.406 -1.241 -0.830
C: 5.703 -1.738 -0.816
C: 6.299 -2.199 -1.983
C: 5.602 -2.159 -3.180
C: 4.313 -1.640 -3.206
C: 3.722 -1.179 -2.040
H: 3.189 -1.636 0.879
H: 4.517 -0.520 1.180
H: 4.398 1.607 0.002
H: 3.579 4.437 -0.419
H: 1.108 5.549 -0.365
H: -0.617 3.508 0.100
H: 6.251 -1.773 0.120
H: 7.310 -2.586 -1.954
H: 6.063 -2.518 -4.092
H: 3.769 -1.589 -4.141
H: 2.728 -0.745 -2.058
C: -4.931 2.939 -0.646
Se: -3.337 2.004 -0.031
C: -4.090 1.389 1.655
C: -5.159 0.325 1.566
Se: -4.530 -1.381 0.883
C: -3.391 -1.870 2.387
H: -5.200 3.725 0.057
H: -5.765 2.254 -0.777
H: -4.691 3.387 -1.608
H: -4.478 2.274 2.166
H: -3.231 1.027 2.217
H: -5.980 0.628 0.914
H: -5.580 0.149 2.557
H: -3.968 -2.008 3.295
H: -2.607 -1.133 2.546
H: -2.913 -2.811 2.124
C: 0.734 -4.914 3.865
C: 0.054 -4.399 2.620
C: -1.207 -5.155 2.280
O: 1.029 -4.536 1.514
P: 0.834 -3.892 0.090
S: -0.257 -4.968 -1.133
S: 0.047 -2.043 0.365
O: 2.335 -3.706 -0.410
C: 3.384 -4.706 -0.386
C: 2.887 -6.105 -0.695
C: 4.125 -4.636 0.937
H: 0.061 -4.749 4.710
H: 1.663 -4.370 4.053
H: 0.954 -5.979 3.769
H: -0.162 -3.334 2.734
H: -0.997 -6.222 2.166
H: -1.649 -4.791 1.352
H: -1.916 -4.994 3.091
H: 4.044 -4.377 -1.189
H: 2.224 -6.472 0.090
H: 3.752 -6.769 -0.759
H: 2.346 -6.132 -1.639
H: 3.480 -4.958 1.755
H: 4.464 -3.621 1.139
H: 5.000 -5.288 0.897
Cl: -1.534 -2.595 5.022
C: -0.821 0.746 3.893
C: -0.275 0.643 2.693
O: 1.036 0.439 2.395
O: -0.932 0.679 1.486
H: -0.205 0.628 4.770
H: -1.890 0.838 4.003
C: -2.486 -2.681 -2.186
N: -1.945 -1.353 -1.953
C: -0.718 -1.016 -2.290
N: 0.030 -1.881 -2.987
S: -0.091 0.545 -1.875
H: -3.508 -2.703 -1.822
H: -1.905 -3.436 -1.650
H: -2.479 -2.905 -3.255
H: -2.435 -0.732 -1.317
H: -0.119 -2.877 -2.840
H: 1.005 -1.635 -3.055

Values from the calculation:
**Net charge**: -1
**LUMO energy**: 1.60 eV
**Calculated total energy**: -249943.7825 eV
**Gap between HOMO and LUMO**: 6.03 eV
**ΔE to the lowest compared entry with this formula, charge and spin**: 25.02 kcal/mol